C10H13F2NNiO10S2 | ωB97M-V/def2-TZVPD

Atoms and positions in Å:
Ni: 0.707 0.098 0.843
C: -3.487 0.828 0.953
C: -4.516 0.285 1.788
C: -4.084 -0.797 2.849
O: -4.992 -1.316 3.486
C: -2.702 -1.103 3.007
C: -1.766 -0.505 2.176
C: -2.157 0.528 1.170
O: -1.246 0.947 0.362
O: -0.542 -0.849 2.278
O: -5.688 0.600 1.764
H: -3.778 1.470 0.131
H: -2.434 -1.870 3.717
N: 1.234 -1.673 0.107
S: 0.294 -3.027 -0.383
O: -0.091 -3.889 0.658
O: 0.532 -3.517 -1.695
F: -0.970 -2.104 -0.645
S: 2.624 -2.384 -0.067
O: 3.157 -2.492 -1.389
O: 2.902 -3.444 0.847
F: 3.540 -1.203 0.539
O: 1.534 1.362 1.988
H: 1.932 1.836 2.690
C: 3.177 2.113 -0.471
C: 2.310 1.631 -1.602
O: 1.110 1.019 -1.155
C: 0.354 0.517 -2.262
C: -0.532 1.607 -2.828
H: 2.591 2.781 0.171
H: 3.403 1.306 0.230
H: 4.106 2.602 -0.756
H: 2.096 2.430 -2.322
H: 2.861 0.862 -2.168
H: 1.019 0.135 -3.048
H: -0.199 -0.342 -1.898
H: 0.013 2.346 -3.423
H: -1.135 2.086 -2.062
H: -1.178 1.128 -3.579

Computed properties:
Strongest force on any atom ... 0.09916 hartree/bohr
Calculated total energy ... -100694.7440 eV
Lowest unoccupied orbital energy (spin up / spin down) ... 4.7 / 4.7 eV
⟨S²⟩ ... 2.005
Charge ... -2
Orbital gap (spin up / spin down) ... 6.12 / 6.10 eV
Multiplicity ... 3

***

C3H12N3O | ωB97M-V/def2-TZVPD

Atoms and positions in Å:
C: -1.251 -1.044 0.488
C: 0.144 0.915 1.131
C: -0.779 0.356 0.176
N: 1.425 -1.538 -0.717
N: -0.926 0.837 -1.056
N: -0.105 1.786 -1.532
O: 0.291 0.020 2.210
H: -0.177 -1.464 0.233
H: -1.440 -1.148 1.521
H: -2.061 -1.427 -0.140
H: -0.148 1.866 1.525
H: 1.066 0.921 0.594
H: 2.158 -1.218 -1.319
H: 1.135 -2.447 -1.166
H: -1.348 0.289 -1.790
H: 0.076 2.577 -0.913
H: 1.786 -1.715 0.198
H: -0.399 2.046 -2.480
H: 0.552 0.388 3.038

Computed properties:
Strongest force on any atom ... 0.14335 hartree/bohr
Calculated total energy ... -9811.4191 eV
Lowest unoccupied orbital energy (spin up / spin down) ... -3.3 / -7.4 eV
⟨S²⟩ ... 2.007
Charge ... +1
Orbital gap (spin up / spin down) ... 7.04 / 6.45 eV
Multiplicity ... 3